Record 1
{
  "formula": "C4H14N3",
  "method": "ωB97M-V/def2-TZVPD",
  "e_homo_ev": -14.9,
  "e_lumo_ev": -2.99,
  "fmax_ha_per_bohr": 0.036,
  "total_charge": 1,
  "gap_ev": 11.93,
  "de_lowest_kcal_mol": 10.63,
  "symbols": ["C", "C", "N", "N", "N", "H", "H", "H", "H", "H", "H", "H", "H", "C", "C", "H", "H", "H", "H", "H", "H"],
  "xyz": [[-2.09575, 0.50963, -1.21724], [-0.01157, -0.79968, -1.26918], [-0.81491, 0.10510, -1.77918], [-0.32987, -1.52341, -0.21019], [1.19257, -0.95306, -1.86838], [-0.38988, 0.77732, -2.39206], [-1.01301, -1.09397, 0.39273], [0.14673, -2.36803, 0.02092], [1.94384, -1.40803, -1.36859], [1.28786, -1.17810, -2.85123], [-1.96050, 1.45247, -0.67111], [-2.54899, -0.13554, -0.49787], [-2.77260, 0.75643, -2.03242], [0.23898, 1.05567, 1.99517], [1.61200, 0.37283, 1.87038], [0.24734, 1.57161, 2.95659], [0.04778, 1.81100, 1.23632], [-0.60059, 0.37443, 2.14838], [1.54670, -0.35325, 1.05938], [1.90463, -0.09960, 2.80256], [2.36925, 1.12619, 1.67502]],
  "forces_ev_per_angstrom": [[0.0147, 1.8041, -0.2801], [0.8411, -0.4043, -0.6529], [-0.5695, -0.0289, 0.5915], [-0.6369, 1.0954, -0.1351], [0.8897, -0.7659, -0.3223], [0.1645, 0.0397, -0.2077], [0.0087, -0.6185, 0.4350], [0.2090, -0.2347, 0.2509], [-0.3039, -0.0054, 0.3793], [-0.5092, 0.5427, -0.0613], [0.1373, -0.1025, -0.0879], [-0.1441, -0.9702, -0.0180], [-0.1607, -0.4004, 0.0616], [0.4864, 0.1483, 1.3263], [-0.8162, 0.3176, -0.2734], [-0.0682, 0.3920, -0.1003], [-0.1183, -0.1775, -0.2004], [-0.0100, -0.1999, -0.4989], [0.5975, -0.0670, 0.0985], [-0.1252, -0.3183, -0.0133], [0.1133, -0.0464, -0.2913]],
  "lowdin_charge": [-0.02, -0.46, 0.07, 0.23, 0.19, 0.16, 0.11, 0.14, 0.12, 0.13, 0.10, 0.08, 0.10, -0.17, -0.15, 0.07, 0.06, 0.05, 0.02, 0.07, 0.07]
}

Record 2
{
  "formula": "BrH3NOP",
  "method": "ωB97M-V/def2-TZVPD",
  "e_homo_ev": [-9.2, -9.2],
  "e_lumo_ev": [-0.93, -0.93],
  "fmax_ha_per_bohr": 0.158,
  "total_charge": 0,
  "gap_ev": [8.31, 8.30],
  "de_lowest_kcal_mol": 61.17,
  "symbols": ["N", "O", "P", "Br", "H", "H", "H"],
  "xyz": [[-0.05743, 0.26295, -1.34330], [-0.44652, 0.77651, 1.44027], [0.90276, -0.02969, 0.94574], [0.01417, -2.04725, 1.53588], [-0.33485, -0.59630, -1.43998], [0.81162, 0.31930, -1.93668], [-0.88975, 1.31448, 0.79806]],
  "forces_ev_per_angstrom": [[4.6990, 6.0076, 2.8615], [1.7308, -0.5728, 1.0032], [-3.6115, 0.2792, -2.4421], [0.6729, 0.4143, -0.3691], [-2.2453, -6.5385, -0.7190], [-1.0468, 0.0347, 0.6966], [-0.1992, 0.3755, -1.0311]],
  "lowdin_charge": [-0.07, -0.50, 0.60, 0.15, -0.17, -0.02, 0.02]
}

- Number 1 is which compound?
  C4H14N3